{"formula": "C5H6N", "method": "the ωB97M-V functional and the def2-TZVPD basis", "symbols": ["C", "C", "C", "C", "C", "N", "H", "H", "H", "H", "H", "H"], "coordinates": [[-1.333, -0.245, 0.330], [-2.540, -0.553, 0.653], [0.061, 1.712, 0.035], [-0.636, 0.646, -0.652], [0.958, -1.267, 0.102], [0.013, -0.256, 0.384], [0.891, 2.107, -0.418], [-0.319, 2.040, 0.984], [-0.522, 0.438, -1.651], [1.167, -1.333, -0.936], [1.889, -1.147, 0.656], [0.372, -2.143, 0.513]], "charge": 1, "e_above_lowest_kcal_mol": 202.45, "multiplicity": 1, "total_energy_ev": -6756.399, "homo_ev": -15.019}